Entry 1:
DFT (the ωB97M-V functional and the def2-TZVPD basis) results for a cluster of 2 separate species, CH8NS2 in total.

Results
Total charge = +1
Energy above the lowest of the compared OMol25 structures with the same formula, charge and spin = 82.7 kJ/mol
E_HOMO = -11.80 eV
Maximum force = 0.054 hartree/bohr
E_tot = -24319.9835 eV

Each line ends with the Löwdin charge.
CARTESIAN COORDINATES (ANGSTROEM)
N: -0.567 1.919 -1.831  0.3059
H: -1.459 2.078 -1.316  0.1740
H: -0.722 1.787 -2.842  0.1697
H: -0.126 1.096 -1.374  0.0098
H: 0.097 2.669 -1.617  0.1616
C: 0.245 -1.273 2.115  -0.4608
S: 0.353 -0.135 0.783  0.3545
S: 0.723 -1.254 -0.884  0.3101
H: 0.873 -2.077 1.953  0.0031
H: 0.553 -0.769 2.997  0.0365
H: -0.812 -1.599 2.209  0.0655
H: 0.842 -2.443 -0.194  -0.1298



Entry 2:
DFT (the ωB97M-V functional and the def2-TZVPD basis) results for a structure of composition C20H36Ca2N12O16.

Results
Total charge = 0
E_HOMO = -7.17 eV
Maximum force = 0.233 hartree/bohr
E_tot = -108853.5553 eV

Each line ends with the Löwdin charge.
CARTESIAN COORDINATES (ANGSTROEM)
Ca: -2.604 -2.228 -0.590  1.5989
Ca: 0.017 -2.589 2.230  1.5358
C: -1.434 -4.544 0.464  -1.0868
O: -1.808 -4.523 -0.724  -0.1402
O: -0.340 -4.950 0.911  -0.0854
O: -1.816 -3.602 1.105  -0.2882
C: -0.807 -0.399 0.569  -1.0769
O: -1.578 -0.802 1.417  -0.1159
O: 0.372 -0.796 0.672  -0.1611
O: -1.118 -0.298 -0.609  -0.1326
C: -2.953 -1.992 -3.934  -0.7502
O: -3.094 -2.576 -2.925  -0.0262
N: -2.130 -0.960 -4.099  0.2117
N: -3.763 -2.142 -4.963  0.1804
H: -1.628 -0.684 -3.267  0.0841
H: -2.142 -0.505 -5.001  0.1195
H: -4.248 -3.013 -5.129  0.1269
H: -3.579 -1.480 -5.702  0.1096
C: 0.977 -2.836 -2.850  -0.7908
O: 0.655 -3.458 -3.803  0.0640
N: 0.580 -2.901 -1.609  0.2188
N: 1.742 -1.778 -3.031  0.1630
H: 0.701 -2.247 -0.849  0.0700
H: 0.051 -3.700 -1.288  0.0868
H: 2.096 -1.250 -2.246  0.0532
H: 2.047 -1.571 -3.972  0.1140
C: 1.360 -0.071 3.903  -0.6919
O: 1.185 -1.262 3.725  -0.0570
N: 1.193 0.511 5.100  0.1523
N: 1.497 0.915 3.094  0.1926
H: 0.776 -0.029 5.844  0.1180
H: 1.397 1.495 5.205  0.1036
H: 1.777 1.779 3.537  0.1169
H: 1.173 0.943 2.138  0.1023
C: -2.239 -2.044 4.741  -0.7364
O: -1.153 -2.432 4.268  -0.0830
N: -2.756 -2.317 5.917  0.1783
N: -3.013 -1.322 4.079  0.2044
H: -2.211 -3.014 6.404  0.1233
H: -3.648 -1.998 6.267  0.1210
H: -3.695 -0.751 4.557  0.1330
H: -2.849 -1.172 3.094  0.0981
C: -1.248 1.824 -3.288  -0.7784
O: -1.234 2.162 -4.444  0.0254
N: -2.184 1.973 -2.355  0.1860
N: -0.192 1.149 -2.847  0.1564
H: -3.087 2.329 -2.636  0.1177
H: -2.072 1.504 -1.468  0.0682
H: -0.347 0.647 -1.984  0.0400
H: 0.497 0.780 -3.487  0.1153
C: 3.193 -3.516 1.181  -0.7723
O: 2.110 -3.106 1.380  -0.0308
N: 4.149 -2.911 0.577  0.2064
N: 3.598 -4.662 1.685  0.1842
H: 5.043 -3.381 0.593  0.1178
H: 3.951 -2.130 -0.033  0.1033
H: 4.582 -4.875 1.599  0.1062
H: 3.040 -5.155 2.367  0.1284
C: 2.471 3.041 -1.449  -0.0130
C: 2.209 1.796 -0.893  -0.0279
C: 3.090 0.748 -1.086  -0.3027
C: 4.286 0.995 -1.784  0.0015
C: 4.648 2.316 -2.215  0.0052
C: 3.734 3.359 -1.908  -0.3343
O: 3.873 4.650 -2.291  0.0488
O: 2.675 -0.497 -0.687  -0.0274
H: 1.741 3.816 -1.273  0.1042
H: 1.231 1.568 -0.497  0.0941
H: 5.070 0.272 -1.951  0.1040
H: 5.614 2.491 -2.667  0.1031
H: 4.779 4.813 -2.565  0.1034
H: 1.884 -0.563 -0.148  0.0394
C: -3.593 4.127 1.165  -0.0109
C: -3.034 5.339 0.704  0.0179
C: -1.650 5.329 0.307  -0.3173
C: -0.924 4.156 0.531  -0.0236
C: -1.519 3.003 1.001  -0.0448
C: -2.860 2.927 1.336  -0.3091
O: -3.461 1.822 1.904  0.0361
O: -1.028 6.423 -0.154  0.0575
H: -4.638 4.130 1.436  0.1074
H: -3.625 6.243 0.668  0.1081
H: 0.112 4.027 0.256  0.0931
H: -0.896 2.122 1.037  0.0921
H: -2.886 1.082 1.694  0.0533
H: -0.089 6.424 0.042  0.1099



Entry 3:
DFT (the ωB97M-V functional and the def2-TZVPD basis) results for an isolated molecule of C5H11NOS.

Results
SMILES string = NC[C@H]1OC[C@H]1CS
Total charge = 0
Energy above the lowest of the compared OMol25 structures with the same formula, charge and spin = 230.9 kJ/mol
E_HOMO = -9.23 eV
Maximum force = 0.044 hartree/bohr
E_tot = -19734.7028 eV

Each line ends with the Löwdin charge.
CARTESIAN COORDINATES (ANGSTROEM)
N: 2.081 -1.316 -0.902  0.0075
C: 1.991 -0.926 0.509  -0.2412
C: 1.283 0.362 0.831  -0.2783
O: 1.580 1.344 -0.213  -0.1208
C: 0.212 1.480 -0.604  -0.1282
C: -0.227 0.492 0.587  -0.2991
C: -1.064 -0.724 0.236  -0.5378
S: -2.776 -0.137 -0.107  0.7015
H: 2.396 -0.434 -1.414  0.1080
H: 1.225 -1.772 -1.203  0.0498
H: 1.562 -1.768 1.073  0.1203
H: 3.016 -0.792 0.901  0.1158
H: 1.627 0.766 1.785  0.1431
H: 0.074 1.048 -1.605  0.1136
H: -0.165 2.506 -0.621  0.1135
H: -0.785 1.054 1.362  0.1295
H: -1.159 -1.432 1.090  0.0876
H: -0.609 -1.229 -0.607  0.0538
H: -3.158 -1.402 -0.387  -0.1386



Entry 4:
DFT (the ωB97M-V functional and the def2-TZVPD basis) results for an isolated molecule of CH5NO.

Results
SMILES string = CON
Total charge = 0
Energy above the lowest of the compared OMol25 structures with the same formula, charge and spin = 468.1 kJ/mol
E_HOMO = -9.88 eV
Maximum force = 0.245 hartree/bohr
E_tot = -4650.5324 eV

Each line ends with the Löwdin charge.
CARTESIAN COORDINATES (ANGSTROEM)
C: 0.878 -0.020 -0.104  -0.1882
O: -0.199 0.780 -0.070  -0.1712
N: -1.299 -0.181 -0.022  0.0706
H: 1.000 -0.694 -0.669  -0.0305
H: 1.664 0.521 -0.018  0.0202
H: 1.277 -0.659 0.889  0.1546
H: -1.658 0.327 0.848  0.1382
H: -1.663 -0.075 -0.854  0.0063



Entry 5:
DFT (the ωB97M-V functional and the def2-TZVPD basis) results for a cluster of 7 separate species, C6H25NO6 in total.

Results
SMILES string = CCC/C=C/NC.O.O.O.O.O.O
Total charge = 0
Energy above the lowest of the compared OMol25 structures with the same formula, charge and spin = 448.1 kJ/mol
E_HOMO = -7.58 eV
Maximum force = 0.137 hartree/bohr
E_tot = -20399.1137 eV

Each line ends with the Löwdin charge.
CARTESIAN COORDINATES (ANGSTROEM)
C: -0.488 -2.687 -0.111  -0.1012
C: 0.489 -3.241 -1.262  -0.2500
C: 1.430 -2.090 -1.729  -0.2624
C: 0.620 -1.015 -2.397  -0.1288
C: 0.677 0.276 -2.008  -0.1477
N: -0.182 1.234 -2.541  -0.1174
C: -0.214 2.428 -1.820  -0.1884
H: -0.852 -1.671 -0.281  0.0466
H: -1.477 -3.131 -0.234  0.0639
H: 0.187 -2.806 0.735  0.0576
H: -0.225 -3.465 -2.101  0.1000
H: 1.184 -4.045 -0.868  0.1117
H: 2.314 -2.532 -2.353  0.1264
H: 1.932 -1.763 -0.763  0.1107
H: 0.045 -1.470 -3.153  0.0890
H: 1.222 0.431 -1.194  0.0607
H: -1.090 0.959 -3.081  0.1792
H: -0.338 2.264 -0.677  0.0749
H: -1.142 3.101 -2.093  0.1066
H: 0.761 2.992 -1.950  0.0956
O: -3.163 -0.337 1.570  -0.0845
H: -2.362 0.082 1.224  0.0096
H: -3.899 -0.012 0.974  0.0610
O: 2.143 2.982 1.084  -0.1357
H: 2.394 2.886 2.105  0.1149
H: 2.694 2.406 0.488  0.0715
O: -0.088 -0.951 4.181  -0.0649
H: 0.261 -1.719 3.599  0.0963
H: -1.013 -1.039 4.246  0.0089
O: 2.199 0.533 2.902  -0.0552
H: 2.772 -0.004 3.380  0.0121
H: 1.210 0.428 2.945  0.0385
O: -3.526 2.348 -1.130  -0.0257
H: -2.762 2.143 -1.608  -0.0456
H: -3.401 2.066 -0.216  0.0314
O: 0.248 1.436 1.189  -0.0702
H: 0.502 2.183 1.715  0.0201
H: 0.939 0.802 1.233  -0.0094



Entry 6:
DFT (the ωB97M-V functional and the def2-TZVPD basis) results for the ion C5H10N5O2 with charge +1.

Results
SMILES string = CNC(=O)/C=[N+](\C)NN1NC1=O
Total charge = +1
Energy above the lowest of the compared OMol25 structures with the same formula, charge and spin = 703.8 kJ/mol
E_HOMO = -14.00 eV
Maximum force = 0.072 hartree/bohr
E_tot = -16880.1484 eV

Each line ends with the Löwdin charge.
CARTESIAN COORDINATES (ANGSTROEM)
C: -3.184 1.309 0.292  -0.0420
N: -1.752 1.257 -0.084  0.0358
C: -0.982 0.203 0.103  -0.4681
O: -1.441 -0.809 0.559  0.0618
C: 0.533 0.350 -0.041  0.1500
N: 1.252 -0.723 -0.044  -0.0984
C: 0.792 -2.063 0.196  0.0370
N: 2.589 -0.701 -0.156  0.0525
N: 3.274 0.471 -0.250  0.0022
N: 4.445 0.527 -1.162  0.2185
C: 4.551 0.551 0.208  -0.4794
O: 5.317 0.432 1.115  0.1917
H: -3.456 2.008 1.171  0.1232
H: -3.783 1.491 -0.587  0.0787
H: -3.506 0.233 0.616  0.1199
H: -1.651 2.124 -0.569  0.1441
H: 1.072 1.251 -0.039  0.1278
H: 0.792 -2.079 1.269  0.1177
H: 1.523 -2.829 -0.194  0.1310
H: -0.318 -2.090 -0.220  0.1558
H: 3.262 -1.487 -0.143  0.2015
H: 4.578 1.369 -1.717  0.1387



In order of appearance, gap between HOMO and LUMO = 7.6360, 6.9276, 9.9679, 10.9747, 7.7638, 9.1137 eV.